DFT (wB97M-V/def2-TZVPD) results for a molecular structure, C40H48LaN5O2SSi2 at a distorted geometry.

The geometry in XYZ format:
```
99
Properties=species:S:1:pos:R:3:forces:R:3:mulliken_charge:R:1
La 13.24785 17.30655 9.39560 -0.81 -0.43 1.20 0.8362
C 10.55268 15.34081 7.77889 -0.09 0.00 -1.10 -1.4595
C 9.76431 16.58007 8.15743 0.37 0.44 1.99 1.6733
C 8.71568 17.03225 7.41124 -0.63 -0.01 -1.33 -1.0022
C 7.80916 17.97965 7.87653 -0.59 -0.14 -0.71 -0.9173
C 7.95008 18.49755 9.13878 -0.23 0.61 -0.13 -0.8145
C 8.99458 18.10460 9.94733 -0.03 0.03 0.89 1.4846
C 9.08145 18.59090 11.37585 -0.24 -1.90 -0.22 -1.8330
C 9.86876 17.13860 9.47844 0.99 -1.59 -1.18 -0.7522
N 10.95643 16.64860 10.24110 0.77 0.44 0.71 1.0883
C 10.68873 16.01000 11.41164 -0.34 0.50 -0.28 -0.7562
O 9.63062 15.49129 11.72499 -0.39 -0.18 0.26 -0.7177
C 11.81674 16.02099 12.42203 0.93 0.26 -0.27 0.6246
C 11.65965 15.67030 13.76642 0.15 -0.78 -0.16 -0.8518
C 12.79603 15.67944 14.58274 0.05 0.83 -1.18 -0.7614
C 14.03671 16.10809 14.05154 -1.46 -0.61 0.59 -0.9297
C 14.09106 16.46457 12.72741 -1.11 -0.02 -0.23 0.5695
N 12.99972 16.41196 11.92606 0.27 0.16 0.62 1.0293
C 15.39645 16.80399 12.08950 0.25 -0.22 -0.44 -0.8976
O 16.41055 16.87344 12.78361 -0.42 0.14 -0.42 -0.7162
N 15.28330 16.84908 10.73493 0.71 0.20 0.64 0.7354
C 16.43342 16.51318 10.00150 0.40 -0.36 -0.37 -0.1570
C 17.07916 15.24203 10.21457 0.30 1.28 -1.01 1.8817
C 16.74295 14.35973 11.36001 -0.44 0.30 -0.12 -1.6080
C 18.04108 14.85160 9.27376 0.16 -0.32 0.17 -0.7081
C 18.38382 15.66123 8.20241 -0.74 1.52 -0.17 -1.0348
C 17.79515 16.93543 8.03239 0.34 -1.75 1.01 -0.8904
C 16.82419 17.35642 8.92980 -0.18 -0.63 -0.27 0.3640
C 16.26018 18.72242 8.68222 0.15 0.25 0.41 -0.9023
H 10.18196 15.01861 6.80126 -0.10 -0.07 0.03 0.5102
H 10.32868 14.54114 8.46928 0.02 -0.23 0.37 0.3839
H 11.65010 15.32234 7.60825 -0.36 0.65 0.48 0.1038
H 8.54678 16.61472 6.41742 0.04 0.02 0.16 0.3556
H 6.95116 18.22899 7.23474 0.50 0.08 0.39 0.3808
H 7.27679 19.24992 9.53332 -0.18 -0.08 -0.15 0.4504
H 8.65653 19.52921 11.59136 -0.31 1.45 -0.26 0.5350
H 10.10429 18.52862 11.68695 0.63 0.27 0.44 0.0082
H 8.50933 17.90080 12.01882 0.32 -0.06 -0.19 0.4171
H 10.69293 15.25150 14.08920 0.55 0.52 -0.11 0.5255
H 12.69285 15.41980 15.61451 0.12 -0.25 0.45 0.4743
H 14.93135 16.09566 14.63606 0.36 0.18 0.22 0.6213
H 15.68043 14.26726 11.46900 -0.98 -0.24 -0.26 0.2132
H 16.98010 14.81566 12.30429 0.77 0.08 0.40 0.4082
H 17.14853 13.37318 11.25318 0.39 -0.45 -0.01 0.4629
H 18.54084 13.87053 9.37154 -0.36 0.58 0.06 0.3642
H 19.08645 15.39613 7.44860 0.61 -0.60 -0.21 0.4067
H 18.13376 17.57829 7.24364 -0.01 0.19 -0.34 0.5292
H 16.82982 19.44097 9.26463 0.08 0.27 0.06 0.4574
H 15.24235 18.90269 8.98634 -0.49 0.07 0.30 -0.6517
H 16.29893 19.02400 7.64224 0.21 -0.12 -0.23 0.3488
C 13.20828 18.11554 6.31506 0.65 -0.32 0.79 -1.2319
Si 12.78236 19.83814 7.01757 -1.34 0.13 0.11 0.5211
C 14.10089 20.98211 6.33043 0.72 -0.49 1.73 -1.1994
C 11.06240 20.15992 6.23961 0.47 -0.54 0.07 -1.0741
C 12.48494 19.71162 8.83196 1.37 0.00 -0.59 -0.3540
Si 13.05973 20.83700 10.12428 1.37 -0.36 0.05 0.5991
C 13.57626 19.91442 11.72103 0.55 -0.49 -0.16 -1.1295
C 11.79173 22.00572 10.72621 -0.38 1.33 -0.44 -1.1622
C 14.59186 21.87723 9.67242 -0.19 0.16 -0.31 -1.2349
H 13.51306 18.13047 5.28318 0.38 0.16 -0.45 0.6584
H 12.31667 17.51687 6.30302 -0.70 -0.54 0.21 0.2936
H 14.00134 17.53299 6.85620 -0.21 0.32 -0.52 0.3334
H 14.35603 20.84002 5.31737 0.24 -0.71 -1.30 0.4940
H 15.03917 20.91586 6.93377 -0.63 0.10 -0.43 0.2389
H 13.77936 21.98980 6.35422 -0.41 1.25 0.41 0.4042
H 11.16724 20.09223 5.16560 -0.04 0.43 -0.58 0.3637
H 10.59137 21.10943 6.53955 0.16 -0.42 -0.14 0.2957
H 10.40402 19.29753 6.45726 0.13 0.47 0.39 0.1345
H 11.43654 19.52042 9.00064 -0.75 -0.17 -0.04 0.3463
H 12.93153 19.07543 11.98085 -0.17 -0.37 -0.15 0.1812
H 13.45904 20.54253 12.57980 -0.21 0.82 0.52 0.6604
H 14.62208 19.57835 11.83310 -0.26 -0.08 -0.46 0.2698
H 10.88014 21.51870 11.07290 0.00 0.05 0.09 0.2873
H 11.52984 22.69453 9.88366 0.03 -0.40 0.69 0.2524
H 12.25106 22.60601 11.53027 -0.40 -0.13 -0.16 0.3026
H 15.52445 21.36825 9.41338 -0.22 -0.20 0.07 0.2749
H 14.80664 22.47896 10.54266 0.19 0.18 0.57 0.4000
H 14.42490 22.62410 8.88920 -0.22 -0.22 -0.12 0.3438
S 14.84541 10.38167 8.86562 -0.02 -0.31 0.39 -0.2009
C 14.51103 12.10250 8.92081 0.57 -0.30 -1.38 0.6305
C 13.54963 12.66453 9.70983 -0.79 -0.44 0.98 -1.4361
C 13.31476 14.01538 9.63160 -0.18 0.11 0.23 -0.7479
N 13.99664 14.80078 8.80360 -0.30 0.63 0.18 1.0231
C 14.96366 14.25874 8.09662 0.88 0.04 -1.08 -1.0492
C 15.22281 12.91400 8.04663 -0.17 0.16 1.39 -0.8738
C 13.19081 9.78930 9.16287 -0.58 -0.01 -2.31 0.0004
C 12.27132 9.88148 8.06653 1.09 -0.26 2.06 -0.0600
C 10.98958 9.39329 8.29621 0.72 0.33 -2.21 -0.4073
N 10.62575 8.87622 9.42559 -0.22 -1.22 2.59 -0.5651
C 11.52067 8.70822 10.43029 -0.39 0.76 -1.62 -0.3770
C 12.84034 9.12884 10.31036 -0.76 0.04 -0.03 -0.0612
H 13.02670 11.99320 10.38339 -0.23 0.48 0.11 0.5748
H 12.60833 14.53948 10.26973 -0.19 -0.42 -0.07 0.7615
H 15.60930 14.90715 7.51981 -0.14 0.32 -0.11 0.3784
H 16.06880 12.54739 7.53050 0.55 -0.34 -0.78 0.6078
H 12.66022 10.26878 7.14440 -0.31 0.17 -0.37 0.4610
H 10.27920 9.30899 7.45410 0.22 0.38 0.57 0.3423
H 11.15541 8.24869 11.32087 -0.20 -0.29 0.44 0.3947
H 13.56866 8.96748 11.06442 0.40 -0.11 0.71 0.4531
```
Positions in Å, forces in eV/Å.

The total energy comes out at -2986.2193 Ha. As for the maximum force: 2.87 eV/Å. Its HOMO energy is -7.66 eV. Its HOMO-LUMO gap is 7.4 eV. The value obtained for the LUMO energy is -0.26 eV.